16
Properties=species:S:1:pos:R:3:forces:R:3 method="wB97M-V/def2-TZVPD" largest_force_ev_per_a=5.87 e_above_lowest_kcal_mol=166.4 homo_ev=-8.6817
C 1.7730 -0.7171 0.1451 4.51 -3.30 -1.81
C 0.4253 -0.3711 0.4981 1.73 0.60 5.44
C -0.9753 1.4391 -0.2185 2.10 1.63 -2.32
C -1.5772 0.2095 0.2132 -2.41 -0.28 -0.48
C -0.6559 -0.8708 -0.2795 0.20 0.94 -3.56
H 2.0323 -1.8995 0.2635 -0.33 2.31 -0.05
H 0.1345 -0.6645 1.6087 1.34 0.40 -1.39
H 1.1136 1.9102 0.4129 -2.03 -3.98 -0.48
H -1.0101 1.8592 -1.2444 -0.06 -0.92 0.02
H -1.2553 2.2641 0.3571 -0.82 1.23 1.30
H -1.4674 0.3439 1.2339 -0.70 -0.52 2.25
H -2.5724 -1.3503 -0.9794 1.22 0.87 1.41
H -0.3369 -0.4083 -1.2233 -0.74 -1.18 -0.98
N 0.4204 1.0254 0.1786 -0.26 5.78 -0.04
N -2.0464 -1.0802 -0.0958 -2.11 -1.78 -0.86
O 2.6006 0.0239 -0.3948 -1.64 -1.78 1.54